# 1
93
Properties=species:S:1:pos:R:3:forces:R:3:mulliken_charge:R:1 method="wB97M-V/def2-TZVPD" total_charge=-1 homo_energy_ev=-4.6
N -1.384767 -2.014506 -1.481260 -1.10 0.43 0.62 -0.643
Ga 0.225128 -2.442506 -0.472037 0.37 0.70 0.03 0.196
C 1.327114 -0.653284 -0.375890 -0.13 1.04 -0.06 -0.374
C 2.182130 -0.358383 -1.755338 0.34 -0.40 1.31 -1.008
C 3.011714 1.093056 -1.676375 -0.48 -3.69 0.28 0.953
F 4.220732 0.871504 -2.554278 -2.95 1.76 2.78 -0.309
F 3.349903 1.273257 -0.245653 -0.29 0.50 -4.58 -0.246
C 1.999795 2.213743 -2.306187 -1.85 -2.60 -2.41 0.549
F 2.061832 2.036650 -3.805536 -0.46 0.15 5.02 -0.260
F 0.574657 2.020242 -1.936080 5.11 0.45 -1.02 -0.216
S 2.435402 3.995415 -1.962624 -0.30 4.42 -0.82 1.204
F 2.054527 3.908960 -0.294382 1.18 -0.14 -3.40 -0.284
F 0.773978 4.442568 -2.259436 3.37 -0.49 0.46 -0.351
F 2.779061 4.230847 -3.660356 -0.48 0.25 3.51 -0.348
F 4.103579 3.689065 -1.732587 -3.49 0.40 -0.08 -0.309
F 2.764664 5.672576 -1.752185 -0.56 -3.38 -0.24 -0.299
H -2.140290 -2.675115 -1.160274 0.82 1.16 -0.46 0.200
H -1.693163 -1.033260 -1.218076 0.29 -1.70 -0.29 0.199
H -0.146166 -2.792398 1.050639 0.00 -0.14 0.17 -0.217
H 1.146817 -3.563684 -1.154373 -0.05 -0.13 -0.11 -0.268
H 0.514922 0.187355 -0.143015 1.86 -1.52 -0.63 0.145
H 1.988542 -0.756686 0.584306 -0.87 0.43 -2.03 0.203
H 3.018726 -1.190809 -1.829833 -1.58 1.88 0.08 0.299
H 1.529703 -0.441379 -2.724378 1.24 0.49 1.89 0.290
C -3.453695 -0.210589 3.398307 0.28 -0.33 -0.09 -0.832
O -3.112869 -1.448479 3.998759 -0.52 0.18 0.26 -0.187
C -3.246643 -1.431069 5.419897 0.05 -0.59 -0.54 -0.614
C -3.696100 -2.801570 5.936678 -0.11 0.25 0.08 -0.233
O -5.075613 -3.098307 5.680043 0.29 0.01 -0.33 -0.483
C -5.430347 -3.340570 4.311686 -0.08 -0.26 0.12 -0.316
C -4.904302 -4.668399 3.756148 0.36 0.60 -0.14 -0.618
O -3.498816 -4.598323 3.521851 -0.16 -0.25 0.45 -0.181
C -2.833349 -5.816689 3.797429 0.01 0.29 0.11 -0.932
H -2.683053 0.535934 3.615332 -0.12 0.16 -0.04 0.324
H -3.510917 -0.362617 2.317061 0.16 -0.05 0.17 0.229
H -4.432769 0.139144 3.742154 0.00 0.09 0.10 0.360
H -3.977508 -0.675779 5.731622 0.01 -0.01 0.01 0.354
H -2.265356 -1.186695 5.836231 0.00 0.06 0.30 0.386
H -3.598373 -2.795255 7.028349 -0.16 0.10 -0.09 0.410
H -3.050657 -3.604196 5.577877 0.03 0.18 -0.24 0.048
H -5.155595 -2.496098 3.678382 0.26 -0.17 -0.04 0.098
H -6.525524 -3.385846 4.300388 0.10 -0.11 0.14 0.412
H -5.386018 -4.876621 2.794463 -0.25 -0.03 0.05 0.362
H -5.148820 -5.474018 4.457277 0.04 0.02 0.04 0.391
H -3.075547 -6.181849 4.807256 -0.05 -0.02 -0.14 0.404
H -1.755305 -5.635068 3.760663 -0.19 0.06 -0.14 0.125
H -3.097071 -6.572594 3.054339 0.00 -0.21 0.10 0.480
C -1.688648 -6.084072 0.262837 0.18 0.08 -0.31 -0.046
O -0.565188 -6.923318 0.056479 -0.15 -0.27 0.46 -0.220
C 0.427046 -6.781771 1.072976 0.04 -0.46 -0.52 -0.170
C 1.125677 -8.119806 1.335516 -0.11 0.34 0.16 -0.365
O 0.326870 -9.062130 2.064146 -0.23 -0.11 -0.42 -0.488
C -0.792454 -9.622695 1.364284 0.25 -0.16 0.15 -0.169
C -0.405850 -10.607208 0.255344 -0.16 0.67 -0.10 -0.609
O 0.127410 -9.915752 -0.872804 0.38 -0.26 0.22 -0.238
C 1.168979 -10.628444 -1.513437 -0.09 0.30 0.13 -0.818
H -1.418181 -5.041320 0.068408 -0.15 0.03 0.19 -0.116
H -2.471749 -6.387649 -0.437214 0.17 -0.01 -0.03 0.301
H -2.082864 -6.194077 1.278525 0.09 0.13 -0.06 -0.194
H -0.022559 -6.425506 2.007175 0.04 0.02 -0.04 0.005
H 1.157918 -6.051285 0.714939 0.12 0.11 0.24 0.383
H 1.995885 -7.922863 1.972138 -0.20 -0.01 0.08 0.425
H 1.513883 -8.563837 0.418086 -0.22 0.12 -0.11 0.112
H -1.461018 -8.841209 1.000968 0.18 0.00 -0.27 0.045
H -1.357571 -10.179180 2.120959 0.19 -0.05 -0.01 0.406
H -1.299346 -11.143673 -0.082460 -0.09 -0.15 0.19 0.377
H 0.314146 -11.331540 0.652008 0.05 0.05 -0.01 0.346
H 1.947129 -10.926398 -0.794092 -0.14 -0.06 -0.09 0.355
H 1.634658 -9.967508 -2.250202 -0.21 -0.05 0.08 0.235
H 0.772381 -11.510859 -2.020566 0.10 -0.18 -0.06 0.330
C 3.897201 8.356099 -2.775160 0.07 0.23 -0.19 -0.732
O 3.275826 9.392960 -3.515355 -0.26 -0.05 0.31 -0.302
C 1.968716 9.043130 -3.970236 0.23 0.62 0.08 -0.466
C 1.055057 10.272911 -3.984838 -0.08 -0.30 0.12 -0.346
O 0.629738 10.699405 -2.683233 0.49 0.13 -0.11 -0.469
C 1.636476 11.281939 -1.844150 -0.26 0.18 -0.04 -0.264
C 2.096630 12.672521 -2.294719 0.30 -0.59 -0.08 -0.573
O 2.922196 12.581875 -3.454642 -0.41 0.18 -0.18 -0.268
C 2.730846 13.659428 -4.352121 0.01 -0.31 0.03 -0.802
H 4.181923 7.537296 -3.443577 -0.03 -0.15 0.19 0.318
H 4.796412 8.765696 -2.307048 -0.08 0.02 -0.17 0.297
H 3.239765 7.989675 -1.979771 0.02 -0.06 -0.11 0.293
H 1.524786 8.277387 -3.323427 0.02 0.02 -0.05 0.274
H 2.071586 8.651473 -4.986109 -0.26 -0.14 -0.09 0.414
H 0.135988 9.999777 -4.515919 0.05 -0.07 0.20 0.420
H 1.494555 11.100607 -4.542786 0.24 -0.10 0.09 0.092
H 2.476093 10.599734 -1.705105 0.11 0.15 -0.23 0.071
H 1.165890 11.389976 -0.860043 -0.09 0.06 -0.17 0.414
H 2.696722 13.131758 -1.501475 -0.16 0.04 0.19 0.386
H 1.217742 13.299123 -2.482650 0.00 -0.04 -0.06 0.354
H 1.665809 13.785028 -4.600456 0.13 0.06 0.10 0.352
H 3.262733 13.431713 -5.280432 0.04 -0.01 0.22 0.227
H 3.126464 14.584912 -3.927748 -0.06 0.19 -0.06 0.332

# 2
80
Properties=species:S:1:pos:R:3:forces:R:3:mulliken_charge:R:1 method="wB97M-V/def2-TZVPD" total_charge=+4 relative_energy_kcal_mol=0.0 homo_energy_ev="-16.3 / -18.5" spin_multiplicity=6
Ir -0.055693 -0.401611 0.384953 -0.69 -0.11 0.87 0.726
P 0.358437 1.636516 1.315027 0.31 2.10 2.30 0.266
P -2.134313 0.244332 -0.154114 -2.14 0.13 -0.91 1.096
P 2.001781 -0.287578 -0.398243 1.65 -0.73 -1.04 0.654
H -1.681250 -3.820702 -6.383072 0.38 -0.36 0.20 0.378
C -0.819976 -4.354392 -5.948870 -0.38 0.11 -4.26 -0.222
C -0.633020 -4.464682 -4.625262 -0.20 -0.49 3.71 -0.092
H -1.377873 -4.053618 -3.932429 0.41 -0.12 -0.13 0.321
C 0.261891 3.135016 0.212730 -0.14 -0.30 0.00 -0.962
C -0.866692 1.963866 2.646122 -0.01 0.47 0.26 -1.407
C 1.915179 2.036894 2.214731 0.11 0.14 0.22 -1.257
C -2.563624 -0.804345 -1.571984 -0.61 -0.06 -0.05 -1.291
C -3.449952 -0.077141 1.099438 -0.06 0.09 0.04 -1.418
C -2.715449 1.883008 -0.713984 0.00 0.09 -0.07 -1.416
C 2.152748 -1.575593 -1.641595 0.63 -0.24 -0.41 -1.409
C 3.202737 -0.767535 0.882444 0.28 -0.05 0.14 -0.638
C 2.759957 1.175995 -1.155066 0.20 0.10 -0.11 -1.093
H -0.099011 -4.829840 -6.634659 -0.42 0.27 0.15 0.309
H 0.199124 -5.039254 -4.232897 0.06 0.08 0.12 0.305
H 0.250301 4.024266 0.863939 0.01 -0.30 -0.20 0.483
H -0.643351 3.137841 -0.407657 0.36 0.05 0.28 0.147
H 1.143447 3.196559 -0.441451 -0.29 -0.02 0.30 0.377
H -0.483193 2.775493 3.281421 -0.22 -0.11 -0.18 0.591
H -1.003959 1.088841 3.295366 0.06 0.15 -0.30 0.288
H -1.847382 2.273387 2.263634 0.24 -0.10 0.01 0.443
H 1.711275 2.877228 2.896705 0.06 -0.14 -0.32 0.574
H 2.722949 2.348080 1.539018 -0.22 -0.15 0.25 0.431
H 2.260459 1.208434 2.843767 -0.12 0.14 -0.27 0.167
H -3.655373 -0.848594 -1.640627 0.07 -0.13 -0.34 0.522
H -2.151920 -1.809767 -1.439872 -0.14 0.14 0.04 0.325
H -2.134441 -0.370542 -2.483134 -0.18 -0.04 0.17 0.251
H -4.357523 0.435308 0.749763 0.19 -0.19 0.03 0.588
H -3.204812 0.362825 2.083721 0.00 -0.46 -0.44 0.361
H -3.687331 -1.148523 1.167169 0.17 0.43 0.09 0.372
H -3.788945 1.789635 -0.930322 0.27 -0.03 -0.02 0.617
H -2.208254 2.194136 -1.632332 -0.07 0.05 0.19 0.202
H -2.607679 2.648526 0.061986 -0.01 -0.15 -0.19 0.472
H 3.216025 -1.821052 -1.737828 -0.15 -0.17 -0.38 0.564
H 1.749901 -1.197755 -2.589575 0.14 -0.19 0.12 0.267
H 1.592871 -2.464030 -1.325321 0.18 0.22 -0.05 0.375
H 3.972813 -1.349733 0.365578 0.07 0.12 0.16 0.557
H 2.758309 -1.394990 1.666905 0.01 0.29 -0.34 -0.316
H 3.669843 0.118010 1.332701 -0.13 -0.28 -0.12 0.442
H 3.771810 0.873006 -1.454511 -0.12 0.15 -0.01 0.520
H 2.848386 2.008963 -0.446952 0.02 -0.32 -0.29 0.359
H 2.212941 1.507104 -2.047305 0.23 -0.11 0.26 0.101
C 0.282935 1.101405 -5.065974 0.27 0.82 0.53 0.346
C 0.004500 -0.264047 -4.852609 -0.11 -0.52 0.46 0.354
C 0.103334 -1.146460 -5.911286 -0.17 0.04 0.31 0.204
C 0.480223 -0.739547 -7.196541 0.25 0.87 -0.03 -0.379
C 0.891414 0.603269 -7.365176 0.08 -0.06 0.10 -0.657
C 0.826801 1.499304 -6.302136 -0.01 0.59 -0.90 -0.517
Se -0.029746 2.444231 -3.730099 0.53 -0.98 -1.46 0.363
H 0.178031 1.466274 -2.663138 -0.35 -0.24 0.45 -0.036
H -0.268536 -0.605938 -3.846548 -0.04 0.07 -0.49 0.188
H -0.132453 -2.197708 -5.744321 0.04 0.15 0.07 -0.347
H 0.485909 -1.429907 -8.047785 0.06 0.29 0.39 0.445
H 1.280159 0.941106 -8.328608 -0.15 -0.12 0.31 0.432
H 1.201045 2.527774 -6.435242 -0.37 -0.55 -0.03 0.416
C -2.523382 -3.143939 3.086559 -0.50 -0.19 0.15 -1.027
N -1.114529 -3.033917 3.419451 0.79 0.85 -0.79 0.066
C -0.802291 -3.417817 4.787282 0.24 -0.37 0.78 -0.939
C -0.230631 -2.434414 2.591790 -0.92 -1.22 2.84 -0.428
N -0.652478 -2.085986 1.398529 0.36 -0.14 -1.15 -0.340
N 1.068649 -2.204486 3.075540 0.09 0.58 -0.69 0.844
C 1.272163 -1.123666 4.044432 -0.47 -0.26 0.21 -0.998
C 1.976504 -3.363516 3.088421 -0.17 -0.38 -0.16 -0.946
H -3.064082 -3.021516 4.030719 -0.17 -0.06 -0.40 0.531
H -2.767512 -4.128719 2.660231 0.08 0.22 0.14 0.293
H -2.841488 -2.360678 2.395664 0.10 -0.13 0.31 0.036
H 0.134484 -3.980051 4.840364 -0.39 0.08 0.10 0.273
H -0.724850 -2.546360 5.456292 -0.13 -0.23 -0.31 0.344
H -1.634970 -4.040004 5.143993 0.55 0.08 -0.03 0.479
H -1.475837 -2.629741 1.108122 0.53 0.61 0.02 0.206
H 1.040237 -1.417547 5.076858 0.05 0.18 -0.15 0.391
H 2.311613 -0.793175 4.027861 -0.01 -0.11 -0.12 0.370
H 0.636653 -0.281575 3.743688 0.15 -0.15 0.25 0.148
H 2.127792 -3.687171 2.045144 0.13 -0.04 0.41 0.329
H 2.948561 -3.090319 3.538710 -0.56 0.00 -0.28 0.372
H 1.563512 -4.218850 3.657661 0.38 0.35 -0.28 0.256